#w
Entry from the Open Molecules 2025 dataset: one molecule with the formula C4H2O (ωB97M-V with the def2-TZVPD basis set).

## Properties
E_HOMO (eV): -10.0
Spin multiplicity: 1

Positions of all 7 atoms, in Å:
O -0.253 1.740 -0.623
C 0.488 0.834 -0.337
C -0.516 -2.284 -0.586
C -0.245 -0.100 0.781
C -0.545 -1.214 0.126
H -0.552 0.245 1.674
H 1.623 0.779 -1.035

***

#x
Entry from the Open Molecules 2025 dataset: one molecule with the formula C4H2O (ωB97M-V with the def2-TZVPD basis set).

## Properties
E_HOMO (eV): -9.1
Spin multiplicity: 1

Positions of all 7 atoms, in Å:
O 0.069 -0.080 -2.172
C -0.784 -0.150 0.659
C -0.014 -1.162 1.008
C 0.422 0.097 -1.084
C 0.706 -0.056 0.199
H 1.162 0.831 0.616
H -1.560 0.519 0.772

***

Decreasing stability: #x, #w

***

#w
Entry from the Open Molecules 2025 dataset: a 2-piece molecular cluster, C4H8FIO overall (ωB97M-V with the def2-TZVPD basis set).

## Properties
E_HOMO (alpha / beta) (eV): -9.0 / -8.7
Spin multiplicity: 1

Positions of all 15 atoms, in Å:
I -2.896 -0.382 0.210
F -0.589 0.232 -1.605
O -0.759 2.387 0.201
C -0.193 1.113 0.544
C 1.417 1.027 0.428
C -0.785 0.080 -0.288
C 0.003 -2.807 -0.379
H -0.535 0.918 1.605
H -0.741 -2.795 -1.219
H 1.782 1.214 1.423
H -0.358 -2.772 0.569
H 0.948 -2.311 -0.476
H -0.790 2.469 -0.822
H 1.871 1.610 -0.371
H 1.624 0.016 0.178

***

#x
Entry from the Open Molecules 2025 dataset: one molecule with the formula C4H8FIO (ωB97M-V with the def2-TZVPD basis set).

## Properties
E_HOMO (eV): -8.9
Spin multiplicity: 1

Positions of all 15 atoms, in Å:
I -0.873 2.701 -0.108
F -0.157 0.512 1.655
O -2.113 0.048 -0.402
C 0.083 0.779 0.390
C 1.640 1.060 0.169
C -0.499 -0.253 -0.468
C -0.248 -1.673 -0.003
H 2.059 0.119 0.399
H -2.523 -0.407 -1.081
H -1.002 -2.021 0.796
H 1.943 1.644 1.069
H -0.197 -0.025 -1.523
H 1.531 1.404 -0.831
H -0.244 -2.368 -0.804
H 0.597 -1.519 0.743

***

Decreasing stability: #x, #w

***

#w
Entry from the Open Molecules 2025 dataset: a 2-piece molecular cluster, C2H3O3S overall (ωB97M-V with the def2-TZVPD basis set).

## Properties
Total charge: -1
E_HOMO (alpha / beta) (eV): -3.8 / -2.8
Spin multiplicity: 1

Positions of all 9 atoms, in Å:
S 1.613 0.634 0.614
O -0.380 0.460 -1.417
O 2.775 -0.118 0.084
O 1.172 0.428 1.994
C -1.218 0.484 -0.295
C 0.149 -0.098 -0.304
H -1.637 1.477 0.053
H -0.490 -3.064 -0.119
H -1.983 -0.202 -0.610

***

#x
Entry from the Open Molecules 2025 dataset: a 2-piece molecular cluster, C2H3O3S overall (ωB97M-V with the def2-TZVPD basis set).

## Properties
Total charge: -1
E_HOMO (eV): -2.0
Spin multiplicity: 1

Positions of all 9 atoms, in Å:
S -1.230 0.419 -1.351
O -1.699 0.204 1.415
O 2.474 -1.576 -0.506
O 2.400 0.651 -0.010
C 2.364 -0.477 -0.201
C -0.840 -0.406 0.368
H -1.485 1.079 1.265
H -0.466 1.550 -1.097
H -1.517 -1.443 0.117

***

Decreasing stability: #x, #w

***

#w
Entry from the Open Molecules 2025 dataset: C8H8N5O9OsS4Sb as an isolated structure (ωB97M-V with the def2-TZVPD basis set).

## Properties
E_HOMO (alpha / beta) (eV): -8.6 / -8.4
Spin multiplicity: 5

Positions of all 36 atoms, in Å:
Os 0.305 1.748 -0.208
Sb -1.919 4.347 0.109
S 0.517 3.958 -0.341
S -2.066 5.193 2.170
S -1.870 1.835 0.275
S -3.088 4.945 -1.684
O -0.245 0.901 -2.417
O -4.302 -3.672 -2.599
O -2.004 0.321 -3.468
O 0.347 -0.327 -0.140
O 2.470 1.582 0.057
O -3.809 -4.907 -0.896
O 4.235 1.256 1.395
O 0.261 -1.639 2.185
O 0.132 -3.738 1.749
N 2.234 1.319 2.318
N -1.217 0.158 -2.584
N 0.850 1.287 2.208
N -0.126 -2.577 1.505
N -3.654 -3.929 -1.602
C -2.588 -2.978 -1.228
C 5.087 1.365 0.222
C -0.865 -2.301 0.246
C 2.948 1.390 1.189
C -0.585 -1.135 -0.512
C -1.817 -3.218 -0.107
C -1.390 -0.982 -1.672
C -2.391 -1.872 -2.005
H 6.100 1.317 0.603
H 0.506 0.340 2.329
H -3.002 -1.699 -2.876
H 4.893 0.538 -0.456
H 2.697 1.040 3.165
H -1.978 -4.101 0.492
H 0.424 1.924 2.864
H 4.911 2.309 -0.285

***

#x
Entry from the Open Molecules 2025 dataset: C8H8N5O9OsS4Sb as an isolated structure (ωB97M-V with the def2-TZVPD basis set).

## Properties
E_HOMO (alpha / beta) (eV): -8.3 / -8.3
Spin multiplicity: 5

Positions of all 36 atoms, in Å:
Os 0.486 -0.890 -1.925
Sb -2.016 -3.151 -1.449
S -3.311 -4.453 -2.685
S -1.697 -4.141 0.691
S 0.291 -3.098 -2.257
S -1.637 -0.612 -2.738
O -3.375 -1.699 -0.854
O 4.252 0.864 -1.453
O 1.612 -0.087 0.694
O 2.643 -0.622 -1.935
O 1.657 0.160 2.830
O -2.408 0.345 -1.671
O -4.166 2.266 3.484
O -2.288 2.495 4.514
O -0.628 -1.404 -0.019
N 1.057 0.041 1.790
N -3.244 -0.415 -0.555
N 2.165 1.589 -1.657
N -2.979 2.053 3.617
N 0.788 1.299 -1.665
C -2.333 1.192 2.625
C -0.390 0.141 1.777
C -0.988 0.940 2.742
C -2.476 -0.106 0.630
C -1.123 -0.505 0.758
C -3.078 0.718 1.542
C 5.207 -0.228 -1.428
C 3.011 0.530 -1.679
H 0.369 1.515 -0.761
H 5.201 -0.744 -2.384
H -4.109 1.013 1.408
H 0.319 1.827 -2.395
H 6.164 0.246 -1.245
H 2.483 2.462 -1.265
H -0.406 1.370 3.544
H 4.948 -0.913 -0.625

***

Decreasing stability: #w, #x

***

#w
Entry from the Open Molecules 2025 dataset: a 2-piece molecular cluster, C2H3P overall (ωB97M-V with the def2-TZVPD basis set).

## Properties
E_HOMO (eV): -9.2
Spin multiplicity: 1

Positions of all 6 atoms, in Å:
P 0.712 1.591 -1.196
C 0.620 -0.126 -0.452
C -0.297 0.977 -0.086
H -1.579 1.547 0.468
H 0.065 -0.846 -0.917
H 1.285 -0.571 0.238

***

#x
Entry from the Open Molecules 2025 dataset: C2H3P as an isolated structure (ωB97M-V with the def2-TZVPD basis set).

## Properties
E_HOMO (alpha / beta) (eV): -9.5 / -9.5
Spin multiplicity: 1

Positions of all 6 atoms, in Å:
P -0.508 -0.032 0.560
C 1.013 -0.862 -0.536
C 0.403 0.312 1.940
H 1.694 -1.628 -0.069
H 1.216 -0.234 2.416
H 1.934 0.093 -0.273

***

Decreasing stability: #w, #x

***

#w
Entry from the Open Molecules 2025 dataset: one molecule with the formula C5H8N4 (ωB97M-V with the def2-TZVPD basis set).

## Properties
E_HOMO (alpha / beta) (eV): -7.6 / -7.9
Spin multiplicity: 1

Positions of all 17 atoms, in Å:
N 2.018 0.417 -0.042
N 2.068 -0.424 0.764
N -0.249 -0.113 -0.447
N -0.450 0.420 2.947
C -0.252 -0.827 0.735
C 0.755 0.895 -0.640
C 0.438 2.242 0.004
C -0.558 -2.294 0.690
C -0.375 -0.144 1.945
H 0.918 1.031 -1.714
H -0.313 -2.753 1.643
H 1.202 2.960 -0.282
H -1.622 -2.459 0.499
H 0.404 2.159 1.086
H 0.015 -2.793 -0.094
H -0.318 -0.737 -1.245
H -0.530 2.581 -0.355

***

#x
Entry from the Open Molecules 2025 dataset: one molecule with the formula C5H8N4 (ωB97M-V with the def2-TZVPD basis set).

## Properties
E_HOMO (alpha / beta) (eV): -7.8 / -7.8
Spin multiplicity: 1

Positions of all 17 atoms, in Å:
N 0.041 -0.452 2.058
N 1.858 -2.271 0.175
N -1.034 -0.613 1.606
N -0.139 0.557 -0.238
C -1.279 -0.242 0.152
C -1.431 -1.523 -0.652
C 2.164 1.129 0.278
C 1.012 0.081 0.226
C 1.366 -1.250 0.168
H 3.048 0.938 0.859
H -2.452 -1.853 -0.427
H -0.385 1.598 -0.238
H -1.193 -1.285 -1.608
H 1.764 1.905 0.805
H -0.754 -2.253 -0.327
H 2.367 1.260 -0.829
H -2.158 0.463 0.111

***

Decreasing stability: #w, #x

***

#w
Entry from the Open Molecules 2025 dataset: a 4-piece molecular cluster, C2H10O3 overall (ωB97M-V with the def2-TZVPD basis set).

## Properties
E_HOMO (eV): -10.1
Spin multiplicity: 1

Positions of all 15 atoms, in Å:
O 4.749 -2.533 1.155
O 3.206 5.483 2.370
O 2.277 -2.431 3.241
C -5.437 -0.813 -3.396
C -4.277 -0.220 -3.599
H 3.852 6.064 1.905
H -5.728 -1.565 -2.672
H -6.350 -0.482 -3.895
H -4.058 0.739 -4.042
H 2.326 5.883 2.427
H 4.844 -3.303 1.743
H -3.402 -0.734 -3.201
H 2.791 -1.678 3.525
H 1.379 -2.081 3.083
H 3.829 -2.329 1.355

***

#x
Entry from the Open Molecules 2025 dataset: a 4-piece molecular cluster, C2H10O3 overall (ωB97M-V with the def2-TZVPD basis set).

## Properties
E_HOMO (eV): -9.8
Spin multiplicity: 1

Positions of all 15 atoms, in Å:
O -2.325 -1.003 -0.435
O -0.667 0.260 2.097
O -1.488 1.060 -2.405
C 3.139 -0.301 0.541
C 2.118 0.302 -0.042
H -2.170 1.740 -2.339
H -1.405 0.179 2.712
H 2.202 1.191 -0.644
H 1.134 -0.107 0.137
H -1.048 0.651 1.300
H 3.002 -1.224 1.099
H -1.814 0.366 -1.810
H -2.469 -1.452 0.411
H 4.163 0.040 0.475
H -2.372 -1.702 -1.096

***

Decreasing stability: #x, #w

***

#w
Entry from the Open Molecules 2025 dataset: a 2-piece molecular cluster, C5H13NO overall (ωB97M-V with the def2-TZVPD basis set).

## Properties
Total charge: +1
E_HOMO (alpha / beta) (eV): -14.3 / -13.6
Spin multiplicity: 2

Positions of all 20 atoms, in Å:
O -0.162 1.436 2.329
N -1.563 -0.904 0.956
C 1.049 0.971 -1.727
C -0.205 -1.668 0.921
C 0.529 0.486 -0.396
C 0.489 -1.084 -0.295
C 0.296 0.928 -2.803
H 1.961 1.439 -1.562
H -0.419 0.777 -0.049
H 0.225 -1.475 -1.246
H -0.736 0.552 -2.929
H 1.628 -1.370 -0.027
H -2.198 -1.349 1.506
H 0.107 -1.653 1.955
H 0.051 1.097 3.197
H -0.404 0.483 2.157
H 1.011 0.711 0.574
H 0.642 1.193 -3.803
H -0.606 -2.666 0.606
H -1.977 -0.699 0.097

***

#x
Entry from the Open Molecules 2025 dataset: a 2-piece molecular cluster, C5H13NO overall (ωB97M-V with the def2-TZVPD basis set).

## Properties
Total charge: +1
E_HOMO (alpha / beta) (eV): -14.1 / -14.1
Spin multiplicity: 2

Positions of all 20 atoms, in Å:
O 1.206 2.133 -1.764
N 2.025 0.054 -2.048
C -1.981 -1.902 1.348
C -1.887 -0.848 0.261
C 2.602 1.247 -0.025
C -1.786 0.593 0.796
C 1.956 1.230 -1.410
H -2.464 0.628 1.654
H -1.042 -1.110 -0.408
H 2.847 -0.497 -1.807
H 2.035 0.462 0.470
H -0.749 0.822 1.082
H 2.406 2.196 0.485
H -1.017 -2.075 1.807
H -2.653 -1.608 2.149
H -2.348 -2.820 0.916
H 1.966 0.084 -3.062
H -2.744 -0.880 -0.406
H -2.022 1.325 0.024
H 3.648 0.968 -0.060

***

Decreasing stability: #x, #w

***

#w
Entry from the Open Molecules 2025 dataset: one molecule with the formula C3H4O4 (ωB97M-V with the def2-TZVPD basis set).

## Properties
E_HOMO (eV): -10.3
Spin multiplicity: 1

Positions of all 11 atoms, in Å:
O 0.540 1.045 0.204
O 1.053 -1.099 1.218
O 1.213 -0.866 -1.007
O -1.889 -1.232 0.129
C 0.593 -0.445 0.113
C -0.997 -0.438 0.027
C -0.930 1.097 0.006
H -1.024 1.833 -0.888
H 1.996 -1.159 0.961
H -1.329 1.627 0.892
H 0.775 -0.362 -1.655

***

#x
Entry from the Open Molecules 2025 dataset: C3H4O4 as an isolated structure (ωB97M-V with the def2-TZVPD basis set).

## Properties
E_HOMO (eV): -10.0
Spin multiplicity: 1

Positions of all 11 atoms, in Å:
O 1.786 0.392 -0.118
O 0.532 -2.199 -0.504
O -0.500 -1.256 2.123
O -0.250 -1.013 -0.662
C -0.188 -0.400 1.466
C -0.325 1.499 -0.485
C 0.584 0.376 -0.100
H -0.001 1.890 -1.450
H -0.065 -2.768 0.009
H -0.207 2.302 0.246
H -1.365 1.177 -0.527

***

Decreasing stability: #w, #x

***

#w
Entry from the Open Molecules 2025 dataset: a 2-piece molecular cluster, CF2O3S overall (ωB97M-V with the def2-TZVPD basis set).

## Properties
E_HOMO (eV): -12.3
Spin multiplicity: 1

Positions of all 7 atoms, in Å:
S -2.199 -0.363 0.243
F 0.820 -0.337 0.910
F 1.755 -0.273 -1.056
O -1.236 0.448 -0.512
O 2.609 0.866 0.598
O -3.487 -0.538 -0.388
C 1.738 0.199 0.204

***

#x
Entry from the Open Molecules 2025 dataset: CF2O3S as an isolated structure (ωB97M-V with the def2-TZVPD basis set).

## Properties
E_HOMO (eV): -11.8
Spin multiplicity: 1

Positions of all 7 atoms, in Å:
S 1.822 0.003 0.092
F 1.394 1.611 0.600
F 1.309 -1.594 0.521
O -0.432 0.056 0.568
O 1.592 0.045 -1.297
O -2.586 0.027 -0.202
C -1.511 0.038 0.176

***

Decreasing stability: #w, #x

***

#w
Entry from the Open Molecules 2025 dataset: a 2-piece molecular cluster, C4H9NO4 overall (ωB97M-V with the def2-TZVPD basis set).

## Properties
E_HOMO (eV): -9.2
Spin multiplicity: 1

Positions of all 18 atoms, in Å:
O -0.220 -1.249 3.007
O 0.092 2.186 -0.094
O 0.817 0.307 -2.365
O -1.796 1.444 -0.994
N 0.307 -1.442 -0.461
C -0.905 1.302 -0.130
C 0.395 -0.619 0.782
C 0.259 -1.622 1.966
C -0.758 0.287 0.946
H 0.401 -2.706 1.729
H 1.154 -1.482 -1.068
H 0.363 0.982 -2.824
H -1.821 -0.120 1.229
H 1.453 -0.078 0.672
H 1.420 -0.050 -2.953
H -0.305 -1.015 -1.096
H -0.147 3.073 -0.386
H -0.711 0.802 2.041

***

#x
Entry from the Open Molecules 2025 dataset: one molecule with the formula C4H9NO4 (ωB97M-V with the def2-TZVPD basis set).

## Properties
E_HOMO (eV): -9.4
Spin multiplicity: 1

Positions of all 18 atoms, in Å:
O 0.729 -1.709 0.467
O 1.012 -0.748 -1.601
O 2.621 0.946 -0.466
O -0.109 1.637 -0.370
N -1.571 -0.181 -1.047
C -0.650 0.179 -0.073
C 1.737 0.538 0.265
C 0.736 -0.511 -0.258
C -1.202 0.119 1.337
H -0.558 0.667 2.018
H -1.263 -0.917 1.663
H -2.201 0.550 1.351
H 1.681 -0.074 -1.847
H -0.795 2.295 -0.207
H -1.156 -0.281 -1.968
H 1.776 0.606 1.363
H -2.254 -0.873 -0.769
H 1.466 -2.242 0.143

***

Decreasing stability: #x, #w

***

#w
Entry from the Open Molecules 2025 dataset: a 2-piece molecular cluster, H4N2O2P overall (ωB97M-V with the def2-TZVPD basis set).

## Properties
Total charge: -1
E_HOMO (alpha / beta) (eV): -3.6 / -2.9
Spin multiplicity: 1

Positions of all 9 atoms, in Å:
P 0.286 0.544 0.033
O 0.281 2.019 -0.026
O 2.467 -1.256 0.121
N -0.504 -0.091 -1.363
N -0.836 -0.010 1.230
H -0.370 -1.097 -1.352
H -0.003 0.288 -2.162
H -0.611 -0.970 1.466
H -0.710 0.573 2.052

***

#x
Entry from the Open Molecules 2025 dataset: a 2-piece molecular cluster, H4N2O2P overall (ωB97M-V with the def2-TZVPD basis set).

## Properties
Total charge: -1
E_HOMO (eV): -3.8
Spin multiplicity: 1

Positions of all 9 atoms, in Å:
P 0.832 -0.017 -0.195
O 1.354 -0.643 1.099
O 1.417 -0.136 -1.547
N -1.581 -1.104 0.013
N 0.562 1.621 0.071
H -1.076 -1.812 -0.445
H -1.508 -1.190 0.997
H 0.016 1.775 -0.838
H -0.015 1.507 0.845

***

Decreasing stability: #x, #w